{"formula": "C20H22BrF10O10PS2", "method": "the ωB97M-V functional and the def2-TZVPD basis", "lumo_energy_ev": -0.3, "total_energy_ev": -169747.4529, "gap_ev": 9.3, "homo_energy_ha": -0.3511, "smiles": "Cc1ccc(C[C@@]2(C[C@H](C)Br)OS(=O)(=O)O[C@@]2(P(O)O)S(=O)(=O)C(F)(F)C(F)(F)C(F)(F)F)cc1.CCOC(=O)C(F)(F)F", "elements": ["C", "C", "C", "C", "C", "C", "C", "C", "C", "C", "Br", "O", "S", "O", "O", "O", "C", "P", "O", "O", "S", "O", "O", "C", "F", "F", "C", "F", "F", "C", "F", "F", "F", "C", "C", "H", "H", "H", "H", "H", "H", "H", "H", "H", "H", "H", "H", "H", "H", "H", "H", "H", "C", "C", "O", "C", "O", "C", "F", "F", "F", "H", "H", "H", "H", "H"], "coordinates": [[6.02336, -4.35014, 0.19560], [4.85278, -3.45468, -0.10511], [3.55825, -3.88800, 0.11835], [2.48830, -3.04785, -0.12549], [2.67927, -1.75837, -0.59264], [1.52830, -0.81217, -0.83398], [0.80697, -0.27427, 0.44199], [1.81249, -0.25702, 1.60673], [1.57413, 0.60472, 2.85311], [2.91822, 0.74914, 3.57314], [0.34634, -0.13877, 4.15274], [0.57979, 1.16287, 0.16166], [-0.80892, 1.70283, 0.67103], [-0.65165, 2.63747, 1.72806], [-1.62421, 2.09359, -0.42008], [-1.28055, 0.30264, 1.31596], [-0.64531, -0.79415, 0.65777], [-1.05096, -2.39040, 1.62643], [0.34028, -2.78516, 2.37026], [-2.11066, -1.82233, 2.70832], [-1.72453, -0.97659, -0.90988], [-3.04636, -0.55200, -0.57988], [-1.09460, -0.29977, -2.00323], [-1.80868, -2.77136, -1.48330], [-0.64445, -3.41457, -1.23210], [-1.89230, -2.66137, -2.81628], [-3.04967, -3.60987, -1.00630], [-3.56493, -3.19355, 0.16098], [-4.01196, -3.47373, -1.94531], [-2.75558, -5.13272, -0.89587], [-1.87886, -5.40884, 0.07906], [-2.30661, -5.59754, -2.06868], [-3.90920, -5.75835, -0.60231], [3.97540, -1.34697, -0.84686], [5.05170, -2.17731, -0.60941], [6.58977, -3.91807, 1.02556], [6.71470, -4.43103, -0.64073], [5.70075, -5.33143, 0.53741], [3.35968, -4.88248, 0.49630], [1.47674, -3.39287, 0.04177], [1.85397, 0.06919, -1.37989], [0.82657, -1.33605, -1.47254], [2.07635, -1.26162, 1.92650], [2.71128, 0.17244, 1.15843], [1.25955, 1.60766, 2.58333], [3.68349, 1.13578, 2.90125], [3.23646, -0.22892, 3.94063], [2.80974, 1.37605, 4.45592], [0.38394, -3.74515, 2.44758], [-2.04960, -2.35830, 3.51052], [4.16422, -0.35546, -1.24196], [6.06532, -1.85318, -0.80622], [-2.93069, 4.57984, -1.43832], [-2.51697, 5.95622, -0.97749], [-2.96739, 6.99691, -1.88054], [-4.23658, 7.34202, -1.78618], [-5.05786, 6.90823, -1.03570], [-4.53885, 8.47077, -2.79581], [-4.05770, 8.18185, -4.00897], [-3.97216, 9.61438, -2.38619], [-5.84722, 8.66804, -2.90143], [-2.57854, 4.39425, -2.45426], [-2.50804, 3.81732, -0.77983], [-4.01569, 4.47651, -1.44048], [-1.43323, 6.04858, -0.97040], [-2.87764, 6.17315, 0.02730]], "forces_ev_per_angstrom": [[0.09, 0.31, 0.49], [0.37, -0.41, -0.05], [-0.31, 0.04, 0.09], [-0.37, 0.04, -0.08], [0.01, 0.35, 0.00], [-0.22, -0.65, 0.27], [0.63, 0.22, -0.75], [-0.48, -0.09, 0.59], [1.11, 0.19, -0.32], [-0.23, -0.47, 0.29], [-0.26, 0.18, 0.02], [-0.24, -0.15, -0.19], [-0.16, 0.76, 0.39], [0.19, -0.27, 0.15], [0.27, -0.74, -0.05], [-0.07, -0.06, -0.35], [-0.18, 0.58, 1.36], [-0.63, -1.35, -1.09], [0.05, 0.53, 0.45], [0.65, 0.26, 0.16], [-0.25, 1.36, -0.94], [-0.05, -0.76, 0.58], [0.46, -0.43, 0.08], [0.09, -0.35, -0.36], [-0.13, 0.20, 0.16], [-0.05, 0.03, 0.23], [-0.41, 0.05, -0.18], [0.27, -0.11, -0.14], [0.24, -0.02, 0.25], [-0.41, -0.37, 0.12], [-0.22, 0.06, -0.45], [0.03, 0.15, 0.50], [0.52, 0.23, -0.14], [0.35, 0.37, -0.13], [0.07, -0.24, 0.08], [0.07, -0.01, -0.03], [-0.08, -0.14, -0.10], [0.01, -0.10, -0.24], [0.13, -0.09, -0.02], [-0.01, -0.11, 0.03], [0.07, -0.02, -0.05], [-0.09, 0.17, -0.09], [-0.05, -0.08, -0.14], [-0.01, -0.05, -0.11], [-0.51, -0.12, 0.09], [-0.01, 0.16, 0.03], [0.12, -0.01, -0.11], [0.07, 0.20, -0.12], [0.09, -0.04, -0.12], [-0.21, 0.15, 0.13], [-0.09, 0.06, 0.01], [0.00, 0.14, -0.05], [-0.22, 0.07, -0.10], [0.21, -0.27, 0.24], [0.07, 0.02, -0.04], [0.10, -0.01, 0.01], [-0.12, 0.00, 0.06], [-0.03, -0.02, -0.04], [0.01, 0.00, -0.04], [0.03, 0.03, 0.02], [-0.05, 0.01, 0.01], [0.09, -0.02, 0.04], [-0.19, 0.42, -0.23], [0.00, 0.01, 0.08], [0.00, 0.12, -0.10], [-0.14, 0.06, -0.06]], "mulliken_charge": [-1.505, 1.103, -1.293, 0.277, 0.137, -1.422, 2.081, -2.069, 0.069, -1.501, -0.091, -0.544, 1.371, -0.685, -0.630, -0.375, -0.386, 0.156, -0.411, -0.411, 1.515, -0.674, -0.636, 0.370, -0.214, -0.251, 0.779, -0.206, -0.297, 0.545, -0.195, -0.251, -0.252, -0.337, -0.943, 0.319, 0.368, 0.342, 0.321, 0.383, 0.532, 0.321, 0.449, 0.801, 0.381, 0.381, 0.395, 0.418, 0.386, 0.373, 0.423, 0.411, -0.476, -0.279, -0.318, 0.323, -0.509, 0.913, -0.249, -0.257, -0.239, 0.271, 0.004, 0.344, 0.317, 0.329]}